a.
Formula: C4H10NO
Source: the OMol25 dataset
Level of theory: ωB97M-V with the def2-TZVPD basis set

The value obtained for the LUMO energy is 4.232 eV. As for the HOMO-LUMO gap: 0.2414 hartree.

The geometry in ORCA input format:
```
! RIJCOSX wB97M-V def2-TZVPD def2/J DEFGRID3
* xyz -1 1
H 1.14 -1.54 -0.16
N 0.60 -1.02 0.54
H 1.09 0.96 1.10
H -1.19 0.43 -2.03
C -0.57 -0.51 -0.19
H -1.16 -1.39 -0.47
C -0.25 0.27 -1.48
H 0.14 1.26 -1.24
O 2.49 0.22 -0.20
H 2.14 -0.30 1.77
H -1.03 1.27 1.01
H 0.50 -0.23 -2.09
H -1.65 -0.26 1.64
C -1.47 0.31 0.73
H -2.44 0.49 0.25
C 1.66 0.05 0.82
*
```

=====

b.
Formula: C4H10NO
Source: the OMol25 dataset
Level of theory: ωB97M-V with the def2-TZVPD basis set

The value obtained for the LUMO energy is 4.407 eV. As for the HOMO-LUMO gap: 0.2427 hartree.

The geometry in ORCA input format:
```
! RIJCOSX wB97M-V def2-TZVPD def2/J DEFGRID3
* xyz -1 1
H -0.76 -1.44 -1.74
N -0.22 0.52 -0.87
H -0.90 -0.04 -2.81
C -0.17 -1.08 1.02
H 0.76 -0.51 -2.41
C 0.46 0.20 0.37
H 1.51 -0.25 0.27
H -1.19 0.60 -0.76
O -0.41 -2.25 0.31
H -1.10 -0.55 1.46
H 1.44 1.74 1.32
H 0.53 -1.47 1.89
C -0.26 -0.54 -2.01
H -0.14 1.34 2.10
H 0.01 2.31 0.63
C 0.43 1.41 1.23
*
```

=====

Here are the energies relative to the best structure, in eV: a 0.000; b 1.657.

=====

a.
Formula: C4H10NO
Source: the OMol25 dataset
Level of theory: ωB97M-V with the def2-TZVPD basis set

The value obtained for the LUMO energy is 4.202 eV. As for the HOMO-LUMO gap: 0.2495 hartree.

The geometry in ORCA input format:
```
! RIJCOSX wB97M-V def2-TZVPD def2/J DEFGRID3
* xyz -1 1
H -0.88 1.40 2.00
C -2.19 -1.67 -1.03
C -0.18 0.64 1.64
H -2.35 -1.64 -2.14
H 2.61 0.50 -1.93
N 0.92 1.25 0.90
H 1.74 1.52 1.43
O -1.64 -0.53 -0.54
H 3.28 1.17 -0.32
H 0.18 0.07 2.50
H 0.32 0.30 -0.80
H -1.57 -2.58 -0.86
C 1.21 0.73 -0.35
H -0.72 -0.05 0.96
H -3.18 -1.90 -0.58
C 2.44 0.78 -0.89
*
```

=====

b.
Formula: C4H10NO
Source: the OMol25 dataset
Level of theory: ωB97M-V with the def2-TZVPD basis set

The value obtained for the LUMO energy is 4.213 eV. As for the HOMO-LUMO gap: 0.2511 hartree.

The geometry in ORCA input format:
```
! RIJCOSX wB97M-V def2-TZVPD def2/J DEFGRID3
* xyz -1 1
H 1.23 -1.50 -0.22
H -1.59 -1.08 0.46
H -0.38 0.56 -3.94
C 0.33 -1.90 0.07
N 1.06 1.03 1.78
H 0.53 -2.71 0.79
H -0.16 -2.42 -0.79
C -0.59 0.66 -0.26
H -0.30 0.68 -4.65
O -0.87 0.40 -1.53
H -1.12 1.60 0.03
H 1.58 0.28 -0.29
C -0.59 -0.61 0.59
C 0.72 0.60 0.41
H -0.70 -0.38 1.70
H 1.24 2.01 1.86
*
```

=====

c.
Formula: C4H10NO
Source: the OMol25 dataset
Level of theory: ωB97M-V with the def2-TZVPD basis set

The value obtained for the LUMO energy is 4.290 eV. As for the HOMO-LUMO gap: 0.2716 hartree.

The geometry in ORCA input format:
```
! RIJCOSX wB97M-V def2-TZVPD def2/J DEFGRID3
* xyz -1 1
H -1.26 2.66 2.26
H 1.69 -2.07 -1.44
C -0.63 1.81 2.50
C -0.34 -1.02 -1.20
H -0.40 1.35 1.52
H -0.93 -0.83 -0.31
O -0.05 1.35 -0.56
C 0.49 0.46 -1.32
H 0.78 -2.07 0.25
N -0.27 -2.76 -1.37
H 0.30 2.11 2.96
H -0.98 -0.95 -2.06
H 1.56 0.24 -1.10
H 0.44 0.71 -2.41
C 0.77 -2.09 -0.84
H -1.19 1.11 3.10
*
```

=====

Here are the energies relative to the best structure, in eV: a 0.000; b 4.511; c 2.952.

=====

a.
Formula: C4H4S2
Source: the OMol25 dataset
Level of theory: ωB97M-V with the def2-TZVPD basis set

The value obtained for the LUMO energy is -1.290 eV. As for the HOMO-LUMO gap: 0.2750 hartree.

The geometry in ORCA input format:
```
! RIJCOSX wB97M-V def2-TZVPD def2/J DEFGRID3
* xyz 0 1
C -0.08 0.00 -0.04
H 0.01 2.20 -0.34
C 1.47 -0.09 0.17
S -2.44 -1.24 -0.09
C -0.86 -1.26 -0.02
H -1.67 1.46 -0.20
H 1.83 1.02 0.58
H -0.20 -2.09 0.34
S 2.49 -1.27 -0.19
C -0.55 1.27 -0.21
*
```

=====

b.
Formula: C4H4S2
Source: the OMol25 dataset
Level of theory: ωB97M-V with the def2-TZVPD basis set

The value obtained for the LUMO energy is -0.153 eV. As for the HOMO-LUMO gap: 0.3453 hartree.

The geometry in ORCA input format:
```
! RIJCOSX wB97M-V def2-TZVPD def2/J DEFGRID3
* xyz 0 1
C 1.17 -0.10 0.08
S -2.77 -0.92 -1.15
H 2.70 -0.31 1.61
H 0.67 0.10 -1.86
C -2.53 0.41 -0.39
H 1.00 0.66 1.96
S -2.18 1.73 0.35
C 0.51 -0.43 -0.97
C 1.62 0.07 1.30
H -0.20 -1.22 -0.94
*
```

=====

c.
Formula: C4H4S2
Source: the OMol25 dataset
Level of theory: ωB97M-V with the def2-TZVPD basis set

The value obtained for the LUMO energy is -0.704 eV. As for the HOMO-LUMO gap: 0.2738 hartree.

The geometry in ORCA input format:
```
! RIJCOSX wB97M-V def2-TZVPD def2/J DEFGRID3
* xyz 0 1
H -1.55 0.53 2.59
C -0.10 -0.45 -0.76
C -0.98 0.71 1.57
H -0.28 -1.35 -0.22
S -1.87 0.07 -1.46
H 1.32 1.31 -0.62
C 0.24 0.91 1.14
S -2.41 0.89 0.37
H 0.56 -0.55 -1.59
C 0.59 0.63 -0.12
*
```

=====

Here are the energies relative to the best structure, in eV: a 0.290; b 0.000; c 1.405.

=====

a.
Formula: C3H4O2
Source: the OMol25 dataset
Level of theory: ωB97M-V with the def2-TZVPD basis set

The value obtained for the LUMO energy is 0.804 eV. As for the HOMO-LUMO gap: 0.4227 hartree.

The geometry in ORCA input format:
```
! RIJCOSX wB97M-V def2-TZVPD def2/J DEFGRID3
* xyz 0 1
O 2.25 -0.43 -0.40
H -0.17 1.01 -0.93
O 0.02 -1.12 -0.68
H -0.83 -0.97 1.19
H 0.27 1.61 0.80
C -0.85 -0.40 0.26
C 0.10 0.78 0.11
H -1.88 -0.20 -0.04
C 1.08 -0.27 -0.31
*
```

=====

b.
Formula: C3H4O2
Source: the OMol25 dataset
Level of theory: ωB97M-V with the def2-TZVPD basis set

The value obtained for the LUMO energy is 0.784 eV. As for the HOMO-LUMO gap: 0.4161 hartree.

The geometry in ORCA input format:
```
! RIJCOSX wB97M-V def2-TZVPD def2/J DEFGRID3
* xyz 0 1
H 1.49 0.66 0.70
O -2.13 1.34 -0.46
C -1.11 0.76 -0.23
H -0.03 -1.21 1.37
C -0.25 -0.65 0.43
C 0.91 0.12 -0.06
H -0.56 -1.37 -0.33
O 0.15 1.00 -0.89
H 1.53 -0.65 -0.53
*
```

=====

c.
Formula: C3H4O2
Source: the OMol25 dataset
Level of theory: ωB97M-V with the def2-TZVPD basis set

The value obtained for the LUMO energy is 0.854 eV. As for the HOMO-LUMO gap: 0.4242 hartree.

The geometry in ORCA input format:
```
! RIJCOSX wB97M-V def2-TZVPD def2/J DEFGRID3
* xyz 0 1
H 0.49 1.12 1.06
C 0.13 0.77 0.08
O 0.18 -1.34 -0.03
H -1.63 -0.43 -0.56
O 2.10 -0.50 -0.97
H -0.10 1.62 -0.56
C -0.87 -0.37 0.23
H -1.35 -0.52 1.20
C 1.05 -0.35 -0.43
*
```

=====

Here are the energies relative to the best structure, in eV: a 0.649; b 1.372; c 0.000.

=====

a.
Formula: C3H4OS2
Source: the OMol25 dataset
Level of theory: ωB97M-V with the def2-TZVPD basis set

The value obtained for the LUMO energy is -1.580 eV. As for the HOMO-LUMO gap: 0.2853 hartree.

The geometry in ORCA input format:
```
! RIJCOSX wB97M-V def2-TZVPD def2/J DEFGRID3
* xyz 0 1
C 1.42 1.67 -1.57
H -1.43 0.25 1.39
C -0.09 -0.18 -0.31
H 1.43 2.63 -2.13
H 1.44 0.74 -2.23
S -0.51 -1.87 1.70
S -0.12 1.67 -0.53
O 0.39 -0.97 -1.10
C -0.81 -0.54 0.88
H 2.42 1.67 -0.97
*
```

=====

b.
Formula: C3H4OS2
Source: the OMol25 dataset
Level of theory: ωB97M-V with the def2-TZVPD basis set

The value obtained for the LUMO energy is -1.260 eV. As for the HOMO-LUMO gap: 0.2912 hartree.

The geometry in ORCA input format:
```
! RIJCOSX wB97M-V def2-TZVPD def2/J DEFGRID3
* xyz 0 1
O 0.85 -0.22 -1.22
H -0.09 -2.31 0.89
S 0.17 2.12 -2.77
S -0.84 -0.13 0.68
H -1.27 2.27 -0.66
C -0.09 0.34 -0.76
H 1.37 -1.09 1.11
H 0.23 -1.37 2.68
C 0.19 -1.25 1.46
C -0.53 1.63 -1.42
*
```

=====

c.
Formula: C3H4OS2
Source: the OMol25 dataset
Level of theory: ωB97M-V with the def2-TZVPD basis set

The value obtained for the LUMO energy is -2.076 eV. As for the HOMO-LUMO gap: 0.2711 hartree.

The geometry in ORCA input format:
```
! RIJCOSX wB97M-V def2-TZVPD def2/J DEFGRID3
* xyz 0 1
S -1.29 -1.58 0.02
C -0.37 0.95 0.04
O -1.71 1.36 -0.02
S 2.61 -0.08 0.01
C 1.33 -1.06 -0.04
H 0.05 1.16 0.98
H 1.47 -2.21 -0.08
H 0.20 1.48 -0.72
C -0.07 -0.52 -0.02
H -2.21 0.50 -0.18
*
```

=====

d.
Formula: C3H4OS2
Source: the OMol25 dataset
Level of theory: ωB97M-V with the def2-TZVPD basis set

The value obtained for the LUMO energy is -0.379 eV. As for the HOMO-LUMO gap: 0.3191 hartree.

The geometry in ORCA input format:
```
! RIJCOSX wB97M-V def2-TZVPD def2/J DEFGRID3
* xyz 0 1
H -1.24 1.26 0.30
H 2.00 -0.11 0.76
H 1.32 1.71 1.32
O -0.50 -1.83 -0.90
C -0.26 0.48 0.01
C -1.07 -0.80 -0.11
H 0.19 -1.46 -1.69
C 1.09 0.73 0.68
S 0.96 1.02 -1.16
S -2.50 -1.01 0.79
*
```

=====

Here are the energies relative to the best structure, in eV: a 0.000; b 1.216; c 0.328; d 1.585.

=====

a.
Formula: C3H3NS2
Source: the OMol25 dataset
Level of theory: ωB97M-V with the def2-TZVPD basis set

The value obtained for the LUMO energy (spin up / spin down) is -1.660 / -2.069 eV. As for the HOMO-LUMO gap (spin up / spin down): 0.2816 / 0.2542 hartree.

The geometry in ORCA input format:
```
! RIJCOSX wB97M-V def2-TZVPD def2/J DEFGRID3
* xyz 0 1
C -3.20 -0.78 -0.45
C -2.03 -0.79 0.32
S 1.77 -2.24 -0.45
C -0.91 0.03 0.76
N -4.29 -0.77 -0.82
H -0.31 0.54 0.01
S -0.62 -1.72 0.79
H -1.21 0.38 1.78
H 1.73 -1.49 -1.57
*
```

=====

b.
Formula: C3H3NS2
Source: the OMol25 dataset
Level of theory: ωB97M-V with the def2-TZVPD basis set

The value obtained for the LUMO energy is -0.535 eV. As for the HOMO-LUMO gap: 0.3196 hartree.

The geometry in ORCA input format:
```
! RIJCOSX wB97M-V def2-TZVPD def2/J DEFGRID3
* xyz 0 1
C 1.18 0.94 0.38
H -0.65 -2.31 0.72
S -0.06 1.97 0.27
C -1.27 -1.23 -0.87
C -0.62 -1.28 0.43
S 1.09 -0.77 0.42
H -1.25 -0.73 1.11
H 2.27 1.22 0.51
N -1.79 -1.14 -1.87
*
```

=====

Here are the energies relative to the best structure, in eV: a 3.200; b 0.000.